17
Properties=species:S:1:pos:R:3:mulliken_spin:R:1 method="wB97M-V/def2-TZVPD" spin_multiplicity=2 homo_energy_ha="-0.0526 / -0.1725" charge=-1 de_lowest_kcal_mol=0.00 gap_ha="0.15961 / 0.27921"
Al -7.952 -6.984 6.291 0.0242
S -10.048 -7.774 5.873 0.0057
S -10.454 -8.627 7.634 -0.0003
S -8.772 -9.801 7.739 0.0017
S -7.418 -8.267 8.098 0.0033
O -6.998 -5.695 6.846 -0.0030
N -6.261 -4.868 6.077 0.2564
C -5.254 -4.263 6.701 0.1570
C -4.445 -3.390 6.009 -0.1069
C -4.757 -3.141 4.657 0.3810
C -5.763 -3.834 4.059 -0.0978
C -6.525 -4.805 4.752 0.2655
S -7.654 -5.969 4.181 0.0379
H -5.163 -4.415 7.796 0.0310
H -3.737 -2.829 6.599 -0.0025
H -4.155 -2.449 4.121 0.0551
H -5.996 -3.684 3.014 -0.0083

47
Properties=species:S:1:pos:R:3:mulliken_charge:R:1 method="wB97M-V/def2-TZVPD" homo_energy_ha=-0.1354 charge=-1 gap_ha=0.23349
In 1.311 -0.140 -0.227 1.3333
Cl 1.223 1.119 -2.337 -0.5910
Cl 1.356 -1.264 1.993 -0.6092
H 1.692 1.420 0.610 -0.4115
H 0.882 -1.761 -0.886 -0.3431
P -1.330 0.276 0.006 -0.9961
C -2.065 -0.118 -1.650 0.7600
C -2.279 -0.601 1.339 0.6853
C -1.333 2.131 0.173 0.7202
C -1.432 -1.338 -2.343 -1.3194
H -1.808 0.776 -2.247 0.4396
C -3.581 -0.265 -1.526 -1.7014
H -3.831 -1.252 -1.114 0.2681
H -4.030 -0.200 -2.526 0.4639
H -4.048 0.507 -0.901 0.3545
H -0.454 -1.069 -2.756 0.2537
H -2.077 -1.668 -3.171 0.4454
H -1.306 -2.179 -1.652 0.2040
H -0.808 2.416 -0.758 0.5576
C -0.516 2.677 1.362 -1.4809
C -2.776 2.635 0.154 -1.5621
H -3.244 2.521 -0.831 0.2707
H -2.809 3.703 0.405 0.4793
H -3.387 2.103 0.899 0.2818
H 0.167 1.941 1.805 0.2871
H -1.176 3.050 2.158 0.4248
H 0.104 3.515 1.012 0.3317
C -2.018 -2.109 1.193 -1.3868
H -3.349 -0.394 1.163 0.6063
C -1.894 -0.088 2.729 -1.4502
H -2.590 -2.554 0.368 0.2312
H -2.315 -2.607 2.125 0.4375
H -0.945 -2.297 1.042 0.2182
H -0.812 -0.226 2.880 0.1337
H -2.427 -0.699 3.471 0.5161
H -2.169 0.963 2.893 0.2471
Cl 5.940 -2.352 -2.793 -0.2473
C 5.383 -1.467 -1.448 0.0300
C 6.268 -0.964 -0.484 -0.1380
C 5.738 -0.244 0.597 -0.7593
C 4.356 -0.063 0.665 -0.0882
N 3.544 -0.538 -0.276 -0.1684
C 4.012 -1.231 -1.321 -0.2868
H 7.333 -1.148 -0.605 0.4042
H 6.346 0.186 1.383 0.3520
H 3.869 0.477 1.483 0.3765
H 3.288 -1.579 -2.056 0.4257

9
Properties=species:S:1:pos:R:3:mulliken_charge:R:1 method="wB97M-V/def2-TZVPD" homo_energy_ha=-0.3218 de_lowest_kcal_mol=76.33 smiles="C#C/C=N/N" gap_ha=0.35427
C -0.022 -1.199 -2.471 0.0368
C 0.107 -0.643 -1.368 -0.2944
C 0.293 -0.169 -0.005 -0.2387
N -0.548 0.614 0.555 -0.2665
N -0.385 0.968 1.860 -0.4157
H -0.340 -1.660 -3.450 0.3446
H 1.143 -0.622 0.494 0.3560
H -0.782 1.855 2.113 0.2506
H 0.535 0.854 2.271 0.2274

15
Properties=species:S:1:pos:R:3:mulliken_charge:R:1 method="wB97M-V/def2-TZVPD" homo_energy_ha=-0.5357 charge=+1 de_lowest_kcal_mol=64.82 gap_ha=0.33334
C -2.244 0.598 -1.507 -0.5610
O -0.911 0.020 -1.360 -0.5993
H -2.246 1.643 -1.838 0.2842
H -2.681 0.109 -2.297 0.2762
H -2.708 0.724 -0.530 0.2622
H -0.612 -0.202 -2.275 0.2952
C 2.185 0.220 0.405 -0.6525
C 0.392 -0.686 2.016 -0.0781
N 0.827 -0.357 0.856 0.0253
H 2.131 1.284 0.551 0.3292
H 2.483 0.141 -0.666 0.2555
H 2.791 -0.243 1.163 0.3366
H 0.890 -1.354 2.651 0.3050
H -0.546 -0.355 2.474 0.2596
H 0.000 -0.207 0.180 0.2619

11
Properties=species:S:1:pos:R:3:mulliken_charge:R:1 method="wB97M-V/def2-TZVPD" homo_energy_ha=-0.5635 charge=+1 de_lowest_kcal_mol=56.94 gap_ha=0.32539
C 0.497 -0.553 0.488 0.7248
C 2.790 -0.391 -0.514 0.1359
C -0.985 -0.521 1.742 0.1490
N -0.965 -0.616 0.313 -0.2842
N 0.279 -0.524 1.905 -0.4095
O 1.321 -0.719 -0.419 -0.2047
Cl 2.948 1.284 -1.206 -0.0415
Cl 3.531 -0.529 1.082 -0.0355
H 3.180 -1.133 -1.267 0.3366
H -1.806 -0.797 2.421 0.3447
H -1.697 -0.200 -0.246 0.2844

87
Properties=species:S:1:pos:R:3:mulliken_charge:R:1 method="wB97M-V/def2-TZVPD" homo_energy_ha=-0.2789 de_lowest_kcal_mol=0.00 smiles="COc1ccc(C2([C@H](/C=C/N3[C@H](Cc4ccccc4)C(=O)N(C)[C@H]3C(C)(C)C)c3ccccc3)C(=O)OC(C)(C)OC2=O)cc1" gap_ha=0.30070
C 4.690 -2.924 2.803 -0.9312
O 4.514 -2.369 1.480 -0.4368
C 4.079 -1.079 1.404 0.8456
C 3.927 -0.518 0.114 -0.6868
C 3.132 0.608 -0.068 0.7399
C 2.471 1.173 1.025 -1.6319
C 1.275 2.157 0.852 4.6919
C -0.006 1.462 1.158 -0.4893
C -0.235 0.297 0.229 -0.0116
C 0.178 -0.961 0.523 -1.5488
N -0.366 -2.103 -0.007 0.9413
C 0.490 -3.221 -0.408 0.1001
C 1.585 -2.801 -1.389 -0.2472
C 0.989 -2.290 -2.680 -0.0313
C 0.623 -3.196 -3.682 -0.5272
C -0.020 -2.756 -4.837 -0.6454
C -0.280 -1.393 -5.014 -0.6218
C 0.145 -0.476 -4.050 -0.6270
C 0.797 -0.924 -2.896 0.0668
C -0.512 -4.159 -1.049 -0.3160
O -0.331 -5.330 -1.370 -0.7275
N -1.683 -3.455 -1.224 1.1009
C -2.690 -3.957 -2.131 -1.2879
C -1.759 -2.214 -0.464 -1.4792
C -2.838 -2.237 0.697 2.3724
C -2.451 -3.343 1.680 -1.8236
C -4.228 -2.502 0.124 -1.9384
C -2.884 -0.894 1.410 -1.9973
C -1.181 2.462 1.225 -0.9018
C -1.362 3.177 2.412 -0.4490
C -2.456 4.026 2.572 -0.9346
C -3.416 4.110 1.561 -0.7395
C -3.260 3.377 0.385 -0.8089
C -2.124 2.576 0.199 0.6146
C 1.493 3.292 1.853 -0.8167
O 1.630 3.095 3.050 -0.6196
O 1.501 4.573 1.433 -0.2673
C 1.398 4.965 0.039 1.4968
C -0.043 5.303 -0.276 -0.8632
C 2.337 6.144 -0.154 -1.7717
O 1.912 3.871 -0.761 -0.4165
C 1.202 2.710 -0.559 -1.2988
O 0.619 2.180 -1.489 -0.3951
C 2.725 0.682 2.310 -0.6033
C 3.597 -0.381 2.526 -0.9385
H 4.999 -3.952 2.621 0.2652
H 5.474 -2.381 3.349 0.3311
H 3.756 -2.906 3.382 0.3689
H 4.382 -1.034 -0.731 0.3756
H 3.020 1.045 -1.065 0.3568
H 0.107 1.036 2.170 1.3335
H -0.720 0.486 -0.726 0.2086
H 1.018 -1.126 1.205 0.5813
H 0.913 -3.708 0.487 0.6784
H 2.231 -2.047 -0.922 -0.9352
H 2.191 -3.695 -1.589 0.9619
H 0.839 -4.258 -3.539 0.4029
H -0.323 -3.485 -5.590 0.4284
H -0.808 -1.050 -5.906 0.3886
H -0.023 0.594 -4.175 0.4982
H 1.152 -0.198 -2.158 0.5555
H -2.234 -4.183 -3.107 0.3091
H -3.130 -4.886 -1.734 0.3193
H -3.469 -3.202 -2.271 0.4379
H -1.991 -1.375 -1.150 0.8356
H -1.478 -3.139 2.141 0.2458
H -3.203 -3.395 2.477 0.4670
H -2.418 -4.319 1.183 0.3727
H -4.472 -1.787 -0.675 0.3250
H -4.336 -3.527 -0.248 0.4268
H -4.972 -2.372 0.923 0.4594
H -3.109 -0.079 0.711 0.3292
H -3.679 -0.914 2.168 0.5806
H -1.948 -0.667 1.927 0.2061
H -0.647 3.041 3.224 0.3826
H -2.555 4.602 3.492 0.4250
H -4.304 4.729 1.702 0.4030
H -4.017 3.410 -0.403 0.4115
H -1.957 2.084 -0.764 0.2795
H -0.645 4.393 -0.383 0.0428
H -0.461 5.923 0.526 0.3296
H -0.098 5.868 -1.215 0.4176
H 3.363 5.826 0.041 0.4337
H 2.265 6.519 -1.178 0.3749
H 2.057 6.949 0.529 0.3350
H 2.259 1.141 3.173 0.4728
H 3.787 -0.721 3.543 0.4384